# 1
{
  "formula": "C84H70F32Li2P3Rb",
  "method": "ωB97M-V/def2-TZVPD",
  "orbital_gap_ev": 8.83,
  "lumo_energy_ha": 0.0012,
  "spin_multiplicity": 1,
  "e_homo_ev": -8.80,
  "energy_ev": -204157.18957,
  "elements": ["Li", "Li", "Rb", "P", "F", "F", "F", "F", "F", "F", "P", "F", "F", "F", "F", "F", "F", "P", "F", "F", "F", "F", "F", "F", "F", "C", "C", "C", "C", "C", "C", "H", "H", "H", "H", "H", "F", "C", "C", "C", "C", "C", "C", "H", "H", "H", "H", "H", "F", "C", "C", "C", "C", "C", "C", "H", "H", "H", "H", "H", "F", "C", "C", "C", "C", "C", "C", "H", "H", "H", "H", "H", "F", "C", "C", "C", "C", "C", "C", "H", "H", "H", "H", "H", "F", "C", "C", "C", "C", "C", "C", "H", "H", "H", "H", "H", "F", "C", "C", "C", "C", "C", "C", "H", "H", "H", "H", "H", "F", "C", "C", "C", "C", "C", "C", "H", "H", "H", "H", "H", "F", "C", "C", "C", "C", "C", "C", "H", "H", "H", "H", "H", "F", "C", "C", "C", "C", "C", "C", "H", "H", "H", "H", "H", "F", "C", "C", "C", "C", "C", "C", "H", "H", "H", "H", "H", "F", "C", "C", "C", "C", "C", "C", "H", "H", "H", "H", "H", "F", "C", "C", "C", "C", "C", "C", "H", "H", "H", "H", "H", "F", "C", "C", "C", "C", "C", "C", "H", "H", "H", "H", "H"],
  "xyz": [[3.68399, 1.79560, 3.95948], [-0.69232, 0.36723, 3.30375], [1.72555, 2.83148, -1.01782], [3.57356, 3.71983, 2.14028], [2.13306, 4.40658, 1.78770], [3.00747, 3.69046, 3.68949], [2.99503, 2.19423, 1.95730], [4.87312, 2.87164, 2.63040], [3.89927, 3.60476, 0.61571], [4.27108, 5.23676, 2.28234], [-0.44528, 0.10886, 0.54754], [-1.73965, 0.05982, 1.62059], [0.14580, -1.13946, 1.41286], [-1.32256, -0.95648, -0.33771], [0.87286, 0.17711, -0.44888], [-1.18018, 1.45380, -0.11019], [0.25465, 1.15113, 1.58407], [1.56884, 0.33039, 5.42205], [1.69239, 1.51785, 6.53364], [1.57274, 1.40050, 4.20140], [3.19631, 0.31875, 5.23091], [1.33954, -0.84084, 4.34533], [1.75306, -0.80719, 6.55686], [-0.04414, 0.35213, 5.44007], [-1.97043, -0.95424, 4.11317], [-1.87779, -2.29326, 4.14181], [-1.50019, -2.97117, 5.32087], [-1.52451, -4.37598, 5.32992], [-2.05138, -5.07420, 4.28760], [-2.53818, -4.40672, 3.10246], [-2.39008, -2.99496, 3.04777], [-1.19185, -2.47501, 6.22925], [-1.29549, -5.06542, 6.12906], [-2.10806, -6.14865, 4.38114], [-2.90113, -5.03820, 2.30502], [-2.54972, -2.45632, 2.12538], [4.65354, 3.01287, -1.97753], [5.69893, 2.17855, -1.78643], [5.61415, 0.86015, -2.03013], [6.68926, 0.04401, -1.81112], [7.92220, 0.61278, -1.46476], [7.96374, 1.99024, -1.26785], [6.88756, 2.75631, -1.44184], [4.71544, 0.36780, -2.37120], [6.61477, -1.02069, -1.97630], [8.82954, 0.04858, -1.30722], [8.84890, 2.54063, -0.98506], [7.03716, 3.80808, -1.24741], [5.31986, -3.85209, -0.65174], [4.80687, -3.46203, 0.51533], [5.34679, -3.95055, 1.70671], [4.90327, -3.40051, 2.95495], [3.76763, -2.62813, 2.92970], [3.12556, -2.26024, 1.73237], [3.64006, -2.72372, 0.54739], [6.04466, -4.76802, 1.60127], [5.53451, -3.53310, 3.82117], [3.39216, -2.14579, 3.82008], [2.34184, -1.51726, 1.74502], [3.10700, -2.43359, -0.34596], [4.82986, 0.18713, 3.05390], [6.12567, -0.17370, 3.05186], [6.77184, -0.38974, 1.82852], [8.09594, -0.70682, 1.76294], [8.74045, -0.98978, 3.02619], [8.10995, -0.78021, 4.25973], [6.76982, -0.43135, 4.26548], [6.23295, -0.13042, 0.92921], [8.59047, -0.80600, 0.80796], [9.79342, -1.22692, 2.98870], [8.59721, -0.89608, 5.21657], [6.23628, -0.28287, 5.19266], [-0.98883, 2.25736, 4.10486], [-1.33753, 3.51402, 3.85044], [-2.28679, 4.13694, 4.63565], [-2.75620, 5.40995, 4.27256], [-2.11499, 6.14818, 3.26771], [-1.05813, 5.54070, 2.57546], [-0.79009, 4.19417, 2.78610], [-2.80266, 3.59665, 5.41564], [-3.65967, 5.74648, 4.75926], [-2.41427, 7.12993, 2.93157], [-0.51675, 6.09475, 1.82291], [-0.06475, 3.66653, 2.18454], [-5.92605, 3.32680, 3.89773], [-5.45701, 2.68196, 2.82144], [-5.13002, 1.33563, 2.92513], [-4.69178, 0.62764, 1.78693], [-4.56400, 1.32913, 0.61110], [-4.85945, 2.68973, 0.48747], [-5.36282, 3.35168, 1.58558], [-5.34369, 0.82079, 3.85016], [-4.55951, -0.44372, 1.81987], [-4.11965, 0.79086, -0.21305], [-4.78571, 3.23186, -0.44369], [-5.57539, 4.40409, 1.46876], [-8.22219, -1.88123, 3.01812], [-7.53879, -2.67234, 3.85432], [-8.12219, -3.82403, 4.42199], [-7.45485, -4.61997, 5.38411], [-6.16230, -4.24900, 5.77130], [-5.59557, -3.14352, 5.20303], [-6.25564, -2.34750, 4.30977], [-9.03302, -4.26918, 4.04963], [-7.99607, -5.42296, 5.86234], [-5.74233, -4.79572, 6.60265], [-4.62904, -2.84272, 5.57951], [-5.81731, -1.40734, 4.00916], [2.34412, 0.54749, -3.13526], [2.78047, -0.64178, -3.57672], [2.51197, -1.86614, -2.91084], [3.20163, -3.02320, -3.16445], [4.16884, -2.99236, -4.16520], [4.39564, -1.82886, -4.87794], [3.67603, -0.68465, -4.57219], [1.90185, -1.80811, -2.02159], [3.04530, -3.92179, -2.58610], [4.78994, -3.84564, -4.39442], [5.11335, -1.81674, -5.68487], [3.82633, 0.22809, -5.12962], [-4.09794, 0.83760, -7.62396], [-3.34373, 1.34756, -6.66153], [-2.87071, 2.66348, -6.79983], [-2.14335, 3.18449, -5.73213], [-1.85867, 2.38781, -4.63539], [-2.23942, 1.03155, -4.59264], [-3.01308, 0.54774, -5.63186], [-3.11421, 3.16382, -7.72545], [-1.81365, 4.20903, -5.64257], [-1.44916, 2.82300, -3.73576], [-2.06784, 0.33163, -3.78823], [-3.52456, -0.40220, -5.68074], [-0.41635, 5.06123, -1.75560], [-1.71271, 5.59502, -1.71180], [-2.19797, 6.16925, -2.87418], [-3.52021, 6.58293, -2.91611], [-4.29595, 6.60166, -1.80741], [-3.77496, 6.11974, -0.60169], [-2.48918, 5.58832, -0.54545], [-1.54276, 6.24169, -3.72966], [-3.94548, 7.03810, -3.79837], [-5.27761, 7.04768, -1.74574], [-4.30059, 6.18854, 0.33926], [-2.02943, 5.11786, 0.31110], [0.81390, 3.62344, -3.91720], [1.95008, 3.47765, -4.63193], [2.99307, 4.35583, -4.43690], [4.16668, 4.20913, -5.18407], [4.22854, 3.18446, -6.11868], [3.16496, 2.34230, -6.29150], [2.01097, 2.47884, -5.55420], [2.96106, 5.02290, -3.58815], [5.00751, 4.84099, -4.93880], [5.18073, 3.12922, -6.62531], [3.24721, 1.64310, -7.11049], [1.21608, 1.78845, -5.79488], [0.16805, -6.66683, 2.65914], [-0.06445, -5.97431, 1.49139], [-1.01673, -6.47971, 0.60989], [-1.37024, -5.74438, -0.52169], [-0.75154, -4.52034, -0.74701], [0.23663, -4.00322, 0.10919], [0.56830, -4.74431, 1.25872], [-1.50505, -7.41581, 0.83720], [-2.18891, -6.07437, -1.14402], [-1.12633, -4.00877, -1.62121], [0.63739, -3.00033, 0.10942], [1.28708, -4.25410, 1.89861], [-4.98210, -3.40598, 1.58816], [-5.11042, -2.81895, 0.38919], [-6.28357, -2.06547, 0.15168], [-6.37323, -1.34344, -1.07077], [-5.23323, -1.21123, -1.83212], [-4.11031, -1.99409, -1.64227], [-4.05424, -2.80149, -0.50662], [-7.09659, -2.21146, 0.84746], [-7.26656, -0.79845, -1.33785], [-5.28807, -0.62768, -2.73923], [-3.26706, -1.91987, -2.31295], [-3.16308, -3.27668, -0.12398], [-0.32980, -2.05541, -3.31998], [-0.76862, -2.38367, -4.52680], [-1.82143, -3.25281, -4.66864], [-2.39179, -3.39154, -5.97608], [-1.79564, -2.75261, -7.04517], [-0.66079, -1.95050, -6.82910], [-0.18935, -1.75833, -5.59822], [-2.26943, -3.62089, -3.75748], [-3.22888, -4.01820, -6.24622], [-2.22548, -2.73850, -8.03584], [-0.31239, -1.29928, -7.61709], [0.49158, -0.93210, -5.45655]]
}

# 2
{
  "formula": "C11H20IrN2OP",
  "method": "ωB97M-V/def2-TZVPD",
  "orbital_gap_ev": [4.29, 5.24],
  "lumo_energy_ha": [0.0225, -0.0837],
  "spin_multiplicity": 5,
  "e_homo_ev": [-3.68, -7.52],
  "s2": 6.0181,
  "relative_energy_ev": 0.000,
  "energy_ev": -28879.00318,
  "elements": ["C", "C", "C", "C", "C", "Ir", "P", "H", "H", "H", "H", "H", "H", "H", "H", "C", "N", "C", "C", "C", "N", "C", "C", "O", "H", "H", "H", "H", "H", "H", "H", "H", "H", "H", "H", "H"],
  "xyz": [[3.18102, 1.94767, 1.20261], [4.54128, 1.93381, 0.89019], [5.08591, 1.45763, -0.31754], [4.29632, 0.96229, -1.37782], [2.91548, 0.87805, -1.26344], [1.75480, 0.97035, 0.29380], [0.12821, 1.77933, 1.81438], [2.93642, 2.32476, 2.21308], [5.24366, 2.35741, 1.62392], [6.17117, 1.53340, -0.46311], [2.33191, 0.66599, -2.18618], [4.79534, 0.74648, -2.33366], [-0.94249, 2.54309, 1.26321], [0.54425, 2.74566, 2.77833], [-0.70081, 1.03927, 2.71804], [-1.87644, 0.17373, -2.49813], [-1.99979, -0.15068, -1.08949], [-3.34965, -0.22557, -0.52877], [-3.58156, -1.56188, 0.12725], [-2.48556, -1.72606, 1.17477], [-1.13404, -1.48811, 0.61702], [-0.29049, -2.68001, 0.64115], [-0.89855, -0.48422, -0.33104], [0.25236, -0.08742, -0.71343], [-0.83346, 0.07191, -2.86277], [-2.27522, 1.18079, -2.70943], [-2.46909, -0.57762, -3.07684], [-3.44414, 0.56351, 0.25106], [-4.13442, -0.02834, -1.29366], [-3.55010, -2.36949, -0.63495], [-4.58558, -1.58449, 0.61685], [-2.60349, -2.74578, 1.61947], [-2.65427, -1.00380, 1.99982], [-0.09608, -3.04302, 1.66954], [-0.88292, -3.51196, 0.16180], [0.61001, -2.60667, 0.00396]]
}

# 3
{
  "formula": "C21H42N2O14P2",
  "method": "ωB97M-V/def2-TZVPD",
  "orbital_gap_ev": 9.33,
  "lumo_energy_ha": 0.0077,
  "spin_multiplicity": 1,
  "e_homo_ev": -9.12,
  "energy_ev": -72684.24849,
  "smiles": "CCOCCCCC[C@@]1(CC(=O)N(C)C)OC(=O)O[C@@H]1N=C=O.COP(=O)(OC)OC.COP(=O)(OC)OC",
  "elements": ["C", "C", "O", "C", "C", "C", "C", "C", "C", "C", "C", "O", "N", "C", "C", "O", "C", "O", "O", "C", "N", "C", "O", "H", "H", "H", "H", "H", "H", "H", "H", "H", "H", "H", "H", "H", "H", "H", "H", "H", "H", "H", "H", "H", "H", "H", "H", "C", "O", "P", "O", "O", "C", "O", "C", "H", "H", "H", "H", "H", "H", "H", "H", "H", "C", "O", "P", "O", "O", "C", "O", "C", "H", "H", "H", "H", "H", "H", "H", "H", "H"],
  "xyz": [[5.58472, -4.65893, -0.04813], [4.29412, -4.73621, -0.87307], [4.38691, -3.87751, -2.01457], [3.41217, -2.86279, -2.03289], [2.00130, -3.36380, -2.37508], [1.21741, -2.45758, -3.31501], [1.26763, -0.94902, -2.98891], [-0.06685, -0.33641, -2.53885], [-0.47343, -0.69633, -1.09625], [-1.91006, -1.24731, -1.02469], [-2.04959, -2.74963, -0.96561], [-1.18714, -3.52546, -1.26654], [-3.36266, -3.15963, -0.53960], [-3.25457, -4.34810, 0.31497], [-4.16723, -3.41713, -1.76335], [0.46565, -1.51292, -0.38220], [0.19111, -1.29848, 0.94611], [0.48117, -2.06995, 1.79471], [-0.43950, -0.11349, 1.10715], [-0.31920, 0.51802, -0.19723], [-1.12519, 1.67807, -0.42736], [-2.25838, 1.73144, 0.03791], [-3.39981, 1.70892, 0.21210], [6.30757, -4.07764, -0.60913], [5.40695, -4.16528, 0.90186], [5.97184, -5.65927, 0.11605], [3.43105, -4.46186, -0.27144], [4.15485, -5.74145, -1.26407], [3.71605, -2.08872, -2.73457], [3.38029, -2.37304, -1.05216], [2.13148, -4.32839, -2.86847], [1.43918, -3.57198, -1.47188], [1.51264, -2.60605, -4.35048], [0.17414, -2.76880, -3.26062], [1.55139, -0.41992, -3.89643], [2.01865, -0.70387, -2.24196], [0.04545, 0.74435, -2.60606], [-0.84697, -0.61369, -3.24049], [-2.42435, -0.86946, -0.14293], [-2.50613, -0.91039, -1.87011], [-2.36754, -4.30559, 0.93600], [-4.11005, -4.36029, 0.98903], [-3.28110, -5.28238, -0.24366], [-4.50491, -4.44695, -1.79980], [-3.58031, -3.23575, -2.66279], [-5.01406, -2.73722, -1.80467], [0.73102, 0.79986, -0.25530], [-6.63521, 5.85212, -0.21306], [-6.19982, 5.81144, -1.57841], [-4.80742, 6.42972, -1.99529], [-4.48955, 6.25754, -3.40542], [-3.73917, 5.81222, -0.98257], [-3.63494, 4.38851, -0.87290], [-4.91089, 7.91804, -1.47212], [-3.73550, 8.74206, -1.52945], [-7.66750, 6.19192, -0.20000], [-6.58304, 4.84723, 0.20525], [-6.02709, 6.52770, 0.38636], [-4.23814, 3.88949, -1.63215], [-3.98279, 4.09147, 0.11285], [-2.59358, 4.09681, -0.99586], [-3.00405, 8.34384, -2.23173], [-3.29452, 8.80410, -0.53586], [-4.03982, 9.73287, -1.85560], [2.18789, 0.67649, 3.13976], [3.48221, 0.20640, 2.74217], [4.65422, 0.09957, 3.79559], [5.88877, -0.44014, 3.24416], [4.04854, -0.70987, 5.02785], [3.46606, -2.00001, 4.78866], [4.73137, 1.56512, 4.38775], [5.58970, 1.79552, 5.51559], [1.85268, 1.40378, 2.40287], [1.49723, -0.16530, 3.15327], [2.20440, 1.14887, 4.12080], [3.63557, -2.33830, 3.76684], [2.39446, -1.93793, 4.97384], [3.90946, -2.71211, 5.48015], [6.33352, 1.00610, 5.61757], [4.98490, 1.84847, 6.41958], [6.09633, 2.74429, 5.35996]]
}

What did the second record say?
{
  "formula": "C11H20IrN2OP",
  "method": "ωB97M-V/def2-TZVPD",
  "orbital_gap_ev": [4.29, 5.24],
  "lumo_energy_ha": [0.0225, -0.0837],
  "spin_multiplicity": 5,
  "e_homo_ev": [-3.68, -7.52],
  "s2": 6.0181,
  "relative_energy_ev": 0.000,
  "energy_ev": -28879.00318,
  "elements": ["C", "C", "C", "C", "C", "Ir", "P", "H", "H", "H", "H", "H", "H", "H", "H", "C", "N", "C", "C", "C", "N", "C", "C", "O", "H", "H", "H", "H", "H", "H", "H", "H", "H", "H", "H", "H"],
  "xyz": [[3.18102, 1.94767, 1.20261], [4.54128, 1.93381, 0.89019], [5.08591, 1.45763, -0.31754], [4.29632, 0.96229, -1.37782], [2.91548, 0.87805, -1.26344], [1.75480, 0.97035, 0.29380], [0.12821, 1.77933, 1.81438], [2.93642, 2.32476, 2.21308], [5.24366, 2.35741, 1.62392], [6.17117, 1.53340, -0.46311], [2.33191, 0.66599, -2.18618], [4.79534, 0.74648, -2.33366], [-0.94249, 2.54309, 1.26321], [0.54425, 2.74566, 2.77833], [-0.70081, 1.03927, 2.71804], [-1.87644, 0.17373, -2.49813], [-1.99979, -0.15068, -1.08949], [-3.34965, -0.22557, -0.52877], [-3.58156, -1.56188, 0.12725], [-2.48556, -1.72606, 1.17477], [-1.13404, -1.48811, 0.61702], [-0.29049, -2.68001, 0.64115], [-0.89855, -0.48422, -0.33104], [0.25236, -0.08742, -0.71343], [-0.83346, 0.07191, -2.86277], [-2.27522, 1.18079, -2.70943], [-2.46909, -0.57762, -3.07684], [-3.44414, 0.56351, 0.25106], [-4.13442, -0.02834, -1.29366], [-3.55010, -2.36949, -0.63495], [-4.58558, -1.58449, 0.61685], [-2.60349, -2.74578, 1.61947], [-2.65427, -1.00380, 1.99982], [-0.09608, -3.04302, 1.66954], [-0.88292, -3.51196, 0.16180], [0.61001, -2.60667, 0.00396]]
}